DFT (wB97M-V/def2-TZVPD) results for a cluster of 2 separate species, ClH5N3P in total in a non-equilibrium geometry.

Summary:
Gap between HOMO and LUMO = 10.75 eV
Molecular weight = 113.49 g/mol
LUMO level = 0.3 eV
Relative energy (zero: lowest compared OMol25 entry of this formula, charge and spin) = 117.3 kJ/mol
E_HOMO = -10.45 eV
E_tot = -26362.453 eV

```
10
ClH5N3P wB97M-V/def2-TZVPD
H 0.880 -1.745 1.617
N 0.317 -1.965 0.844
P 0.166 -0.559 0.305
N -1.072 -0.469 -0.731
N 0.787 0.800 0.578
H 1.460 0.542 1.219
H -0.960 0.261 -1.529
H -1.353 -1.412 -0.890
Cl -0.283 2.890 -1.526
H 0.335 2.149 -0.686
```

DFT (wB97M-V/def2-TZVPD) results for a structure of composition ClH5N3PS in a non-equilibrium geometry.

Summary:
Gap between HOMO and LUMO = 9.21 eV
Molecular weight = 145.56 g/mol
LUMO level = 0.7 eV
Relative energy (zero: lowest compared OMol25 entry of this formula, charge and spin) = 109.3 kJ/mol
E_HOMO = -8.51 eV
E_tot = -37197.639 eV

```
11
ClH5N3PS wB97M-V/def2-TZVPD
N 0.076 1.243 1.161
N -1.358 0.008 -0.639
N 1.385 -0.466 -0.813
P 0.174 -0.119 0.168
S 0.253 -1.879 1.188
Cl 1.291 0.484 -2.210
H -0.595 1.941 0.963
H 0.899 1.786 1.422
H -2.237 -0.235 -0.223
H -1.219 -0.671 -1.419
H 1.331 -2.091 0.403
```

DFT (wB97M-V/def2-TZVPD) results for a cluster of 2 separate species, ClH5OSi2 in total in a non-equilibrium geometry.

Summary:
Gap between HOMO and LUMO = 9.99 eV
Molecular weight = 112.66 g/mol
LUMO level = -0.5 eV
Relative energy (zero: lowest compared OMol25 entry of this formula, charge and spin) = 308.9 kJ/mol
E_HOMO = -10.52 eV
E_tot = -30405.760 eV

```
9
ClH5OSi2 wB97M-V/def2-TZVPD
O -2.030 1.668 1.172
Si -2.167 0.640 0.054
H -0.919 0.077 -0.490
H -3.375 0.258 -0.663
Si 1.600 0.461 0.897
Cl 2.076 0.987 -0.953
H 2.893 0.259 1.651
H 0.560 1.397 1.615
H 0.914 -0.992 0.703
```

DFT (wB97M-V/def2-TZVPD) results for a cluster of 2 separate species, ClH5Si3 in total in a non-equilibrium geometry.

Summary:
Expectation value of S² = 2.004
Gap between HOMO and LUMO (alpha / beta) = 7.21 / 6.51 eV
Molecular weight = 124.75 g/mol
LUMO level (alpha / beta) = -0.5 / -2.2 eV
2S+1 = 3
E_HOMO (alpha / beta) = -7.68 / -8.74 eV
E_tot = -36231.905 eV

```
9
ClH5Si3 wB97M-V/def2-TZVPD
Si -2.680 1.073 -0.066
Si 1.394 -1.068 0.027
Si 3.602 -0.873 -0.051
Cl 4.042 1.212 0.033
H -1.937 1.812 0.933
H -3.423 -0.065 0.434
H 0.012 -0.518 0.116
H 1.048 -2.501 -0.059
H -2.059 0.928 -1.368
```

DFT (wB97M-V/def2-TZVPD) results for a structure of composition ClH8LiO4 in a non-equilibrium geometry.

Summary:
Gap between HOMO and LUMO = 6.24 eV
Molecular weight = 114.45 g/mol
LUMO level = -1.0 eV
Relative energy (zero: lowest compared OMol25 entry of this formula, charge and spin) = 299.5 kJ/mol
E_HOMO = -7.29 eV
E_tot = -21047.283 eV

```
14
ClH8LiO4 wB97M-V/def2-TZVPD
Li 0.362 0.311 0.427
Cl 2.652 1.938 -1.515
O 1.977 -1.681 2.234
H 2.162 -1.937 3.138
H 2.378 -2.370 1.703
O -0.446 2.443 2.925
H -0.769 3.308 3.178
H -0.314 1.984 3.755
O -1.788 -1.609 -0.642
H -2.252 -1.884 -1.433
H -1.886 -2.346 -0.038
O -0.566 0.763 -4.916
H -1.257 0.115 -4.782
H -0.252 0.965 -4.034
```

DFT (wB97M-V/def2-TZVPD) results for a cluster of 2 separate species, ClHNO2S in total in a non-equilibrium geometry.

Summary:
Total charge = -1
Gap between HOMO and LUMO (alpha / beta) = 6.71 / 6.71 eV
Molecular weight = 114.53 g/mol
LUMO level (alpha / beta) = 2.0 / 2.0 eV
Relative energy (zero: lowest compared OMol25 entry of this formula, charge and spin) = 345.9 kJ/mol
E_HOMO (alpha / beta) = -4.73 / -4.73 eV
E_tot = -28956.846 eV

```
6
ClHNO2S wB97M-V/def2-TZVPD
N -2.587 0.135 0.950
O 1.094 1.056 0.838
O 0.999 0.632 -1.638
S 0.609 0.207 -0.226
Cl 1.890 -1.659 -0.065
H -2.004 -0.371 0.141
```

DFT (wB97M-V/def2-TZVPD) results for a structure of composition ClHNO2S in a non-equilibrium geometry.

Summary:
Total charge = -1
Gap between HOMO and LUMO (alpha / beta) = 6.28 / 6.28 eV
Molecular weight = 114.53 g/mol
LUMO level (alpha / beta) = 3.4 / 3.4 eV
Relative energy (zero: lowest compared OMol25 entry of this formula, charge and spin) = 283.3 kJ/mol
E_HOMO (alpha / beta) = -2.83 / -2.83 eV
E_tot = -28957.494 eV

```
6
ClHNO2S wB97M-V/def2-TZVPD
N 1.515 -1.619 0.962
O -1.593 1.054 -1.634
O -0.403 2.534 -0.123
S -1.155 1.253 -0.271
Cl 0.512 -0.744 -0.231
H 1.124 -2.477 1.297
```

DFT (wB97M-V/def2-TZVPD) results for a cluster of 2 separate species, ClHNO2S in total in a non-equilibrium geometry.

Summary:
Total charge = -1
Gap between HOMO and LUMO = 7.56 eV
Molecular weight = 114.53 g/mol
LUMO level = 3.6 eV
Relative energy (zero: lowest compared OMol25 entry of this formula, charge and spin) = 238.1 kJ/mol
E_HOMO = -4.00 eV
E_tot = -28957.962 eV

```
6
ClHNO2S wB97M-V/def2-TZVPD
N 0.278 0.568 -0.061
O 2.360 1.910 0.090
O 0.855 0.286 -1.344
S 1.978 0.544 -0.057
Cl 4.910 -0.835 0.219
H -0.042 -0.372 0.106
```

DFT (wB97M-V/def2-TZVPD) results for a structure of composition ClHNO2S2 in a non-equilibrium geometry.

Summary:
Total charge = -1
Gap between HOMO and LUMO = 7.09 eV
Molecular weight = 146.60 g/mol
LUMO level = 3.6 eV
Relative energy (zero: lowest compared OMol25 entry of this formula, charge and spin) = 96.1 kJ/mol
E_HOMO = -3.47 eV
E_tot = -39794.548 eV

```
7
ClHNO2S2 wB97M-V/def2-TZVPD
N -1.005 0.647 0.277
O -1.636 -1.604 -0.597
O 1.165 -0.996 -0.167
S 1.978 -0.073 0.726
S -0.903 -0.860 0.449
Cl 1.642 1.905 -0.079
H -1.241 0.981 -0.609
```

DFT (wB97M-V/def2-TZVPD) results for a structure of composition ClHNO3P in a non-equilibrium geometry.

Summary:
Gap between HOMO and LUMO = 8.16 eV
Molecular weight = 129.44 g/mol
LUMO level = -1.5 eV
Relative energy (zero: lowest compared OMol25 entry of this formula, charge and spin) = 115.1 kJ/mol
E_HOMO = -9.64 eV
E_tot = -29457.582 eV

```
7
ClHNO3P wB97M-V/def2-TZVPD
N -1.339 -0.280 0.030
O 1.956 1.659 -0.168
O -0.580 0.391 -0.668
O -0.986 -1.068 0.855
P 1.270 0.544 0.447
Cl 2.043 -1.161 -0.396
H -2.364 -0.085 -0.101
```

Q: Among the records above, which one has the lowest molecular weight?
A: ClH5OSi2